No. 1
The following is a DFT calculation (ωB97M-V/def2-TZVPD) of a 3-piece molecular cluster, C34H74ClI2N8O2P2 overall.

Energy (hartree): -3666.2809
Kohn-Sham gap (eV): 5.18
Relative energy (zero: lowest compared OMol25 entry of this formula, charge and spin) (kcal/mol): 121.8
Molar mass (g/mol): 978.23

```
! RIJCOSX wB97M-V def2-TZVPD def2/J DEFGRID3
* xyz 1 1
I -2.1002 4.3162 0.2154
I -6.7156 4.7039 -0.0545
Cl -5.5607 -2.8494 -1.2258
P 4.2242 -5.3104 -2.8059
P -1.2013 5.6691 6.3939
O 3.6535 -4.0612 -2.1466
O 0.1529 5.2220 6.9197
N -1.0936 7.2675 7.0339
N -2.3593 0.0810 0.0511
N 5.1146 -6.5269 -3.6427
N 2.7794 -5.7974 -3.5894
N -2.5799 1.3737 0.2130
N -0.8298 5.5001 4.7286
N 4.5741 -6.1137 -1.3188
N -2.8618 5.9639 6.0088
C 7.1066 1.7848 -1.5426
C -4.3279 -1.7848 -3.5578
C -0.3359 -1.4370 -1.9367
C -5.4315 2.4375 1.6140
C 4.6261 -7.5980 -4.4862
C 7.2186 0.2294 -1.7575
C -2.5064 -2.2251 -0.7002
C -0.4052 6.4749 3.7537
C -3.4733 6.1682 4.7140
C -4.1978 -0.4337 -1.3604
C -0.9514 -2.3139 -0.8051
C -3.0245 -0.7903 -0.6530
C 1.7741 -6.7569 -3.2030
C -3.6293 1.7482 -0.4586
C 6.0045 -0.5269 -1.1632
C -4.9882 3.6344 0.7441
C 4.7985 -5.2538 -0.1571
C 2.3713 -4.9990 -4.7355
C -3.9417 3.2804 -0.3757
C -5.7352 1.5051 -1.9511
C -0.7308 4.1396 4.2299
C -7.0744 1.0807 -1.2319
C -3.7312 6.3881 7.1075
C 3.4643 -0.8643 -1.2514
C 2.1357 -0.5890 -2.0113
C -5.0127 -1.4134 -2.1753
C -1.0737 8.4929 6.2664
C 6.5012 -6.7395 -3.2216
C -4.5150 0.9372 -1.2521
C -4.3467 -3.2979 -3.8935
C -0.2336 7.4378 8.2055
C 4.7067 -0.3017 -1.9847
C 3.9932 -7.3572 -0.8644
C 1.1767 -1.8258 -2.0662
H 5.3639 -5.7866 0.6123
H 3.9252 -7.2480 -5.2430
H -0.3266 4.0943 3.2185
H 1.6034 -7.4772 -4.0144
H 5.8860 -0.2181 -0.1094
H -4.8993 -1.2897 -4.3637
H 6.5700 -7.5410 -2.4802
H 7.2887 0.0927 -2.8553
H -0.5067 8.3435 8.7541
H 1.3514 -2.2988 -3.0474
H -2.9346 -2.7759 -1.5432
H 6.9187 -5.8338 -2.7835
H 2.9824 -7.2131 -0.4625
H 3.8546 -4.9119 0.2869
H -3.6142 -3.8432 -3.2790
H -0.0795 3.5300 4.8670
H -0.4493 7.5018 4.1030
H -5.9408 -0.8925 -2.4500
H 1.4737 -2.5756 -1.3150
H -3.3115 -1.3608 -3.6067
H 2.3462 -0.3180 -3.0633
H -3.8004 7.4789 7.1588
H 4.1553 -8.3933 -3.9012
H 1.6433 0.3015 -1.5732
H -6.0863 2.8235 2.4149
H -2.7913 -2.7128 0.2520
H -4.5604 1.9849 2.1178
H 2.3766 -3.9288 -4.4955
H -0.4580 -0.3865 -1.6190
H -7.5568 1.9147 -0.7105
H 3.0530 -5.1576 -5.5819
H -0.4829 -2.0636 0.1678
H -3.2386 7.1542 4.3023
H -6.0179 1.6781 1.0788
H -0.8336 -1.6138 -2.9050
H 4.6000 -7.7908 -0.0639
H 4.8295 -0.8088 -2.9594
H -6.8440 0.2784 -0.5068
H -1.8351 8.5064 5.4841
H 4.6305 0.7830 -2.1836
H -4.1786 3.7025 -1.3559
H -1.0598 6.4400 2.8698
H -1.3104 9.3475 6.9072
H -5.7798 1.0012 -2.9352
H 3.6228 -1.9583 -1.2230
H 5.3904 -4.3801 -0.4225
H -3.1874 5.4023 3.9915
H 2.0401 -7.3562 -2.3382
H 0.8247 7.5114 7.9281
H -4.0068 -3.3991 -4.9414
H -1.7236 3.6643 4.2063
H -3.3551 6.0262 8.0634
H 1.3673 -5.2498 -5.0773
H 8.0947 2.2335 -1.3707
H -1.5411 -0.2680 0.5548
H 5.4434 -8.0510 -5.0524
H 0.8136 -6.2767 -2.9788
H -0.6940 -3.3731 -0.9824
H 6.5960 2.2225 -2.4152
H 6.2629 -1.6042 -1.1758
H -5.3463 -3.7462 -3.8492
H -4.7411 5.9843 6.9964
H 0.6208 6.2948 3.4140
H 6.4539 1.9530 -0.6660
H -5.6853 2.5775 -2.1688
H -0.0874 8.6825 5.8253
H 8.1736 -0.1572 -1.3613
H 7.1400 -6.9990 -4.0690
H -4.5344 4.3551 1.4350
H 3.4058 -0.4882 -0.2133
H 3.9727 -8.1174 -1.6470
H -7.7708 0.6245 -1.9537
H -4.5626 6.0958 4.7819
H -0.3498 6.6104 8.9020
*
```

Löwdin atomic charge list, values in e, 5 entries: number 1, I, carries 0.92; number 2, I, carries 0.88; number 3, Cl, carries 0.70; number 4, P, carries 0.74; number 5, P, carries 0.73

No. 2
The following is a DFT calculation (ωB97M-V/def2-TZVPD) of a 4-piece molecular cluster, C34H74N2O9PS overall.

Energy (hartree): -2865.6599
Kohn-Sham gap (eV): 7.31
Molar mass (g/mol): 718.01

```
! RIJCOSX wB97M-V def2-TZVPD def2/J DEFGRID3
* xyz 1 1
S -0.5001 -0.8975 1.9595
P 0.0389 -0.3013 3.6807
O -6.7244 1.8220 -3.3352
O -4.3623 1.0623 -5.1206
O -4.5979 -1.7735 2.1025
O 6.5359 -0.9389 -1.1898
O -5.1339 -3.8366 4.2792
O 6.5131 -3.4307 -2.9686
O -7.3154 -3.8989 2.1365
O -5.3272 -0.6586 -2.2256
O 9.3324 -2.0317 -1.7238
N -0.8529 2.1050 -1.0333
N 1.1186 1.1607 3.5811
C 2.6470 3.7333 3.7791
C 3.4873 4.4229 2.6880
C 8.7913 -1.6483 -0.4760
C 1.1616 3.7197 3.3639
C 1.6317 0.5328 -0.6660
C -4.4297 0.9784 -6.5267
C 3.0806 1.0296 -0.6460
C 0.3304 2.4531 3.6322
C -6.9966 0.4498 -3.5722
C 6.5619 -1.0413 -2.6070
C -0.5544 0.9719 -1.8926
C -6.3731 -3.1435 4.2285
C 3.8359 0.5091 0.5771
C -6.7188 -0.4556 -2.3945
C 4.9308 2.4077 1.9397
C -4.6801 2.3450 -4.6115
C -4.9352 -0.8272 -0.8838
C -1.5445 3.3148 0.6970
C 10.4362 -1.2528 -2.1303
C 0.9490 0.7505 -2.0098
C -7.8377 -5.0486 1.5061
C 5.1252 1.2692 0.9190
C 3.8403 3.4229 1.5869
C -3.6858 -2.7231 2.6287
C -4.3927 -3.9796 3.0829
C -0.5285 3.4063 -1.2992
C -5.3788 2.2550 -3.2738
C -4.2584 -0.4386 2.3875
C 5.8067 -2.2236 -3.1699
C 5.6803 -4.5586 -2.8240
C -7.4895 -3.8958 3.5422
C -0.9432 4.1781 -0.2439
C 7.2961 -1.8689 -0.4328
C -1.4773 2.0424 0.1809
H -7.5266 -4.9201 3.9305
H -5.2717 -1.7813 -0.4692
H -2.9622 -2.9897 1.8463
H -1.0364 0.0916 -1.4659
H 11.3188 -1.4521 -1.5130
H 1.0698 3.9756 2.3075
H 5.8672 2.9668 2.0232
H 2.9137 2.9136 1.2984
H -1.8247 1.1016 0.5778
H -3.3760 -0.1244 1.8178
H -5.4354 3.2726 -2.8782
H -5.0018 -4.3900 2.2752
H 0.8193 -1.2096 4.4048
H 1.6008 -0.5294 -0.3962
H 9.2499 -2.2555 0.3167
H 5.8027 0.5523 1.3879
H 1.3881 1.6324 -2.4870
H 1.0859 1.0627 0.1251
H -7.1584 -0.0142 -1.4921
H 4.9152 -4.3918 -2.0562
H -7.2035 -1.4245 -2.5743
H -4.7929 1.6565 -2.5713
H 3.0629 2.7339 3.8734
H 4.3657 4.9160 3.1054
H 5.6044 1.6204 0.0056
H 10.6608 -1.5206 -3.1609
H -3.6177 -4.7134 3.3187
H -0.8328 5.2478 -0.1686
H -0.4204 2.3535 2.8459
H -6.4895 0.0856 -4.4681
H 4.1711 3.9647 0.6974
H -0.9815 1.1399 -2.8823
H 1.7855 1.1609 4.3571
H 6.9808 -1.7069 0.6023
H -6.6610 -3.0196 5.2745
H 3.5981 0.7141 -1.5538
H 9.0062 -0.5927 -0.2700
H -7.4623 -5.9644 1.9759
H 5.1865 -4.8192 -3.7666
H -7.5110 -5.0284 0.4679
H -3.1378 -2.2946 3.4781
H -5.3884 1.3521 -6.9023
H -8.9326 -5.0591 1.5317
H -1.9994 3.5817 1.6379
H 7.0472 -2.8984 -0.6972
H 7.5831 -1.0146 -2.9903
H 6.3098 -5.3911 -2.5158
H -5.3162 -0.0107 -0.2595
H -0.9671 0.1998 4.5136
H -3.8447 -0.7979 -0.8634
H -5.3197 2.8912 -5.3137
H 5.6694 -2.0606 -4.2477
H 0.6628 4.5268 3.9021
H 6.0521 -0.1399 -2.9576
H -0.0459 3.6878 -2.2212
H 4.0723 -0.5386 0.3761
H -4.3360 -0.0722 -6.7956
H -3.6180 1.5396 -7.0040
H -8.0720 0.4135 -3.7591
H -8.4389 -3.4007 3.7863
H 3.1561 0.5055 1.4444
H -3.7497 2.9154 -4.4760
H 1.1267 -0.0916 -2.6819
H 4.7640 1.9600 2.9267
H 3.0369 2.1185 -0.6138
H -4.0696 -0.2986 3.4609
H -6.2592 -2.1484 3.7931
H -0.2075 2.4708 4.5783
H 2.8766 5.2084 2.2345
H 10.2049 -0.1824 -2.0873
H 4.8150 -2.2742 -2.7016
H -5.1009 0.1904 2.1063
H 2.8003 4.2376 4.7334
H 1.6461 1.0903 2.7007
*
```

Löwdin atomic charge list, values in e, 5 entries: number 1, S, carries 0.34; number 2, P, carries 0.43; number 3, O, carries -0.12; number 4, O, carries -0.20; number 5, O, carries -0.20

No. 3
The following is a DFT calculation (ωB97M-V/def2-TZVPD) of a 9-piece molecular cluster, C34H74O29P2 overall.

Energy (hartree): -4204.8170
Kohn-Sham gap (eV): 11.30
Molar mass (g/mol): 1008.89

```
! RIJCOSX wB97M-V def2-TZVPD def2/J DEFGRID3
* xyz 0 1
P 4.1767 -0.5030 4.9478
P 3.5677 3.2448 -5.6637
O 0.8241 5.3827 -2.7368
O 5.6078 -0.6117 4.2615
O 3.2901 4.0566 -4.3275
O 2.0072 -0.3845 -0.2380
O 0.6634 -4.0845 2.0977
O -6.9940 -2.9079 -1.6944
O 4.4917 0.1267 6.3686
O 3.4400 0.6929 4.2111
O 3.9750 4.4050 -6.6829
O 1.6327 6.3645 -0.8701
O -0.5492 -4.9835 0.5878
O 3.4501 -1.7789 4.9222
O 4.5011 2.1153 -5.5853
O -4.3153 -5.8383 4.1810
O -0.0527 -0.9088 -1.0355
O 1.6934 4.1260 -1.2363
O -4.8081 -2.4186 -2.0302
O 5.6733 2.4009 -2.2329
O -6.2302 -1.4424 -3.2587
O -6.5169 1.2505 0.8305
O 0.0664 -6.2460 2.3697
O 2.0916 2.8866 -6.1286
O -8.4993 1.5524 1.6447
O -5.2265 -6.6154 2.2664
O -7.4804 -0.4411 1.9594
O 1.1895 0.3429 -2.2265
O -3.8573 -4.9589 2.1544
O 7.0408 1.5073 -0.6723
O 7.4784 1.1665 -2.7476
C -0.3898 -1.6944 0.1286
C 1.1899 -3.9960 3.4372
C 2.8184 0.5624 2.9348
C -4.3569 -3.3754 -1.1046
C 5.1164 1.0456 0.7467
C -7.8165 0.3912 -2.9583
C -4.4554 -5.8198 2.9875
C 5.2404 -0.6690 7.2884
C 0.9894 3.7596 -5.9410
C 2.1649 3.8343 0.0746
C -0.9606 -0.7854 1.2131
C 6.4673 0.5137 4.1165
C 7.2034 1.3222 -4.1341
C -7.5427 -0.9620 -3.5811
C 4.7274 4.1048 -7.8664
C 0.0738 -5.2281 1.7329
C 1.1392 -0.3334 -1.0732
C -3.6887 -2.8062 3.3122
C -2.9758 -4.0092 2.7449
C 6.6356 1.7457 -1.9128
C -4.3549 1.1665 -0.2146
C 2.4460 0.9390 -2.5572
C -1.3693 -5.9725 0.0059
C -6.1188 -2.3275 -2.2750
C 1.0455 3.0801 0.8090
C -5.3296 0.4791 0.7350
C 4.3713 4.7836 -3.7522
C 1.4247 5.3937 -1.5507
C -7.5076 0.6784 1.5225
C -9.5071 1.2030 2.5982
C -5.6935 -7.8104 2.9188
C 6.2530 1.9983 0.3945
C 0.5633 6.6787 -3.2887
C 0.5458 -2.8471 4.1700
H -9.8250 0.1710 2.4653
H -5.4577 -0.5753 0.4692
H 5.3307 3.2050 -7.7514
H -4.9050 0.3235 1.7350
H -4.4430 2.2479 -0.1138
H -10.3612 1.8336 2.3637
H 5.8133 2.9621 0.1204
H -3.0381 -2.2283 3.9701
H -6.1254 -7.5375 3.8805
H -7.0801 1.1509 -3.2197
H -6.4630 -8.2336 2.2841
H 3.0165 3.1544 -0.0145
H -8.2933 -1.6992 -3.3019
H 5.9036 -0.0207 7.8612
H 4.5180 4.5123 -2.7085
H -3.9571 -2.1305 2.4933
H 0.9001 2.2000 0.1819
H -4.6144 -3.0355 3.8365
H 5.4528 4.9104 -7.9838
H 4.4157 1.4394 1.4697
H 6.9101 2.1866 1.2414
H 7.3642 0.3395 4.7050
H 0.8096 -2.9257 5.2268
H 1.1027 4.4263 -5.0878
H 7.1392 2.3857 -4.3644
H -9.1497 1.3937 3.6071
H -2.2714 -5.5223 -0.4016
H 6.0296 1.4866 4.3478
H 4.5284 0.8315 -0.1479
H -2.3497 -4.5172 3.4838
H 2.2478 -3.7463 3.3303
H 3.1474 0.1618 -2.8553
H -7.9194 0.3497 -1.8751
H 4.0427 4.0680 -8.7088
H 8.0030 0.8589 -4.7045
H -1.4533 0.0755 0.7678
H 5.5437 0.1142 1.1236
H 0.0929 3.1541 -5.8404
H -0.1452 -0.4186 1.8409
H 5.3414 4.6122 -4.2213
H 0.4082 -2.3802 0.3877
H 4.5815 -1.1407 8.0153
H 6.2667 0.8608 -4.4430
H -3.3533 0.7789 -0.0593
H -4.5802 -4.4019 -1.4212
H -4.8230 -8.4507 3.0457
H 5.8513 -1.4055 6.7674
H 2.8473 1.4928 -1.7079
H -4.7504 -3.2428 -0.0982
H -1.6919 -6.7168 0.7354
H -1.6560 -1.3388 1.8423
H 1.7384 0.5836 3.0942
H 0.8906 -1.8944 3.7823
H -1.2352 -2.2829 -0.2319
H 1.4785 7.1715 -3.6204
H -0.5409 -2.9709 4.2072
H 0.8615 4.4322 -6.7958
H 1.1594 -4.9586 3.9397
H 0.0976 7.3004 -2.5290
H 3.0569 -0.3818 2.4437
H -7.5457 -0.8551 -4.6653
H 3.1043 1.3927 2.3196
H -4.6530 0.9755 -1.2479
H 4.1307 5.8469 -3.8075
H 2.3081 1.6661 -3.3497
H -0.0606 6.5360 -4.1655
H -8.7486 0.7277 -3.4210
H -0.8843 -6.5340 -0.7934
H -3.2675 -3.4214 -1.1238
H -2.2547 -3.6854 1.9930
H 1.3533 2.7505 1.7997
H 6.7257 0.6003 3.0600
H 0.1637 3.7132 0.8732
H 2.5412 4.7271 0.5722
*
```

Löwdin atomic charge list, values in e, 5 entries: number 1, P, carries 0.36; number 2, P, carries 0.37; number 3, O, carries -0.01; number 4, O, carries -0.21; number 5, O, carries -0.22